# C27H41F13N2O5

3 unconnected molecules or ions with the total composition C27H41F13N2O5 in a non-equilibrium geometry (ωB97M-V/def2-TZVPD, the Open Molecules 2025 dataset).

Output
- <S²> = 2.01
- HOMO (spin up / spin down) (eV) = -8.069 / -9.140
- LUMO level (spin up / spin down) (eV) = 0.223 / 0.211
- spin multiplicity = 3
- frontier orbital gap (spin up / spin down) (eV) = 8.3 / 9.4

Structure (XYZ):
```
88
Properties=species:S:1:pos:R:3:forces:R:3
O 0.231 -1.140 6.391 -0.2 0.0 0.1
C 0.829 -0.701 5.460 0.1 -0.2 0.2
O 1.254 -1.444 4.407 -0.3 0.5 -0.7
O 1.241 0.579 5.370 0.0 0.2 -0.1
C 0.468 1.360 4.426 0.4 -0.5 0.3
C -0.682 2.016 5.179 0.2 0.6 0.0
C -1.861 2.400 4.314 -0.2 -0.1 0.1
F -2.761 3.080 5.082 0.3 -0.2 -0.2
F -1.459 3.233 3.308 -0.2 -0.2 0.3
C -2.575 1.168 3.649 0.3 0.1 -0.3
F -1.927 0.908 2.483 -0.2 0.0 0.4
F -2.412 0.084 4.450 -0.1 0.2 -0.1
C -4.092 1.341 3.308 0.0 0.0 -0.1
F -4.376 0.680 2.166 0.1 0.1 0.2
F -4.322 2.651 3.081 0.0 -0.2 0.0
C -5.116 0.860 4.387 -0.2 0.1 0.1
F -4.779 1.381 5.590 0.0 -0.1 -0.3
F -6.301 1.393 4.023 0.3 -0.1 0.1
C -5.317 -0.705 4.532 -0.3 0.0 -0.1
F -4.488 -1.390 3.715 -0.1 0.2 0.2
F -6.588 -1.001 4.183 0.4 0.0 0.0
C -5.132 -1.255 5.980 0.0 0.0 -0.2
F -5.283 -2.574 5.931 -0.1 -0.2 0.0
F -3.930 -0.992 6.469 0.2 0.1 0.0
F -6.058 -0.751 6.787 -0.1 0.1 0.0
H 0.502 -1.904 4.008 0.2 -0.4 0.4
H 1.163 2.087 4.018 -0.1 0.1 -0.1
H 0.136 0.703 3.623 0.0 0.1 -0.1
H -0.334 2.966 5.592 0.0 -0.1 0.1
H -1.006 1.409 6.022 -0.1 -0.2 -0.2
C -3.921 -0.401 -1.884 0.0 -0.1 -0.1
C -2.529 0.251 -1.930 -0.8 -0.2 0.4
C -2.527 1.419 -2.916 0.2 0.1 -0.3
C -2.620 0.964 -4.371 0.0 -0.1 0.0
C -1.518 -0.041 -4.706 0.0 0.4 0.0
C -1.418 -1.218 -3.729 -0.3 -0.8 -0.3
N -1.458 -0.723 -2.315 0.7 1.1 -0.5
O -0.299 -0.327 -1.914 -0.2 -0.4 0.2
C -2.531 -2.245 -3.990 -0.1 0.1 0.1
C -0.099 -1.949 -3.951 0.2 0.0 0.0
C -2.246 0.741 -0.516 0.2 0.1 0.0
H -4.605 0.266 -1.359 0.1 0.0 0.1
H -4.361 -0.579 -2.861 0.0 0.0 0.0
H -3.892 -1.346 -1.341 0.0 0.0 0.0
H -1.608 1.998 -2.782 0.0 -0.1 0.1
H -3.357 2.085 -2.670 0.0 0.0 0.0
H -3.604 0.534 -4.580 0.0 0.0 0.0
H -2.525 1.830 -5.027 0.0 0.0 0.0
H -1.668 -0.442 -5.711 0.0 0.0 0.0
H -0.558 0.485 -4.719 0.0 0.0 0.1
H -2.513 -3.027 -3.230 0.0 0.0 0.0
H -2.365 -2.716 -4.959 0.1 0.0 0.0
H -3.529 -1.821 -4.019 0.0 0.0 0.0
H 0.756 -1.279 -3.900 0.0 0.0 0.1
H -0.111 -2.404 -4.941 -0.1 0.0 0.0
H 0.041 -2.739 -3.211 0.0 0.0 0.0
H -2.214 -0.097 0.179 0.0 0.0 0.0
H -3.042 1.416 -0.202 -0.1 0.0 0.0
H -1.303 1.279 -0.447 0.0 -0.1 0.0
C 5.959 0.243 -0.055 -0.1 -0.1 0.0
C 5.754 0.572 -1.543 0.4 0.0 0.7
C 4.631 1.595 -1.707 -0.3 0.0 -0.1
C 3.251 1.011 -1.401 0.1 -0.1 0.0
C 2.981 -0.241 -2.237 0.0 0.4 -0.1
C 4.093 -1.291 -2.174 -0.2 -0.7 0.5
N 5.432 -0.645 -2.353 -0.6 0.8 -0.9
O 5.713 -0.471 -3.600 0.3 -0.3 0.2
C 4.025 -2.078 -0.855 0.1 0.1 0.1
C 3.889 -2.312 -3.287 0.0 0.0 -0.2
C 7.077 1.143 -2.039 0.1 0.1 -0.2
H 6.434 1.094 0.432 0.1 0.0 -0.1
H 5.037 0.057 0.488 0.0 0.0 0.0
H 6.612 -0.622 0.067 0.0 0.0 0.0
H 4.638 1.972 -2.735 0.1 -0.1 0.0
H 4.837 2.449 -1.058 0.0 0.0 0.0
H 3.155 0.784 -0.336 0.0 0.0 0.0
H 2.484 1.756 -1.621 0.0 0.0 0.0
H 2.044 -0.699 -1.921 0.0 0.0 0.0
H 2.842 0.064 -3.280 0.1 0.0 0.0
H 4.876 -2.756 -0.772 0.0 0.0 0.0
H 3.114 -2.676 -0.841 0.0 0.0 -0.1
H 3.998 -1.454 0.033 0.0 0.0 0.0
H 3.808 -1.842 -4.265 0.1 0.0 0.0
H 2.965 -2.858 -3.096 0.0 0.0 0.1
H 4.713 -3.027 -3.321 0.0 0.0 0.0
H 7.873 0.403 -1.953 0.0 0.0 0.0
H 7.343 2.006 -1.427 0.0 0.0 0.1
H 7.023 1.467 -3.075 0.0 -0.1 0.0
```
Forces are in eV/Å.

***

# C27H41F9IrOP2

A molecular structure, C27H41F9IrOP2 in a non-equilibrium geometry (ωB97M-V/def2-TZVPD, the Open Molecules 2025 dataset).

Output
- <S²> = 8.77
- energy above the lowest of the compared OMol25 structures with the same formula, charge and spin (kcal per mole) = 0.00
- HOMO (spin up / spin down) (eV) = -13.135 / -13.875
- LUMO level (spin up / spin down) (eV) = -5.691 / -9.568
- total charge = +2
- spin multiplicity = 6
- frontier orbital gap (spin up / spin down) (eV) = 7.4 / 4.3

Structure (XYZ):
```
81
Properties=species:S:1:pos:R:3:forces:R:3
Ir -0.318 -0.977 0.801 1.6 1.9 -0.2
C -2.004 -1.172 3.024 0.1 -0.3 0.1
C -1.601 -2.125 2.006 -0.3 -1.3 2.6
C 0.250 -1.538 3.326 0.5 -1.0 -1.0
C -0.871 -0.807 3.771 -1.0 0.7 0.4
C -0.137 -2.388 2.207 -1.4 -0.6 2.3
C -3.383 -0.678 3.249 -0.3 0.2 -0.2
H -4.008 -0.836 2.362 0.0 0.0 0.3
H -3.377 0.395 3.486 -0.1 -0.2 0.0
H -3.872 -1.185 4.094 0.2 0.0 -0.2
C -0.841 0.179 4.874 -0.2 0.3 0.1
H -1.796 0.707 4.970 0.2 -0.2 0.0
H -0.053 0.920 4.695 -0.2 -0.3 0.0
H -0.628 -0.303 5.838 0.0 0.0 -0.2
C 1.578 -1.556 3.940 0.5 0.1 0.0
H 1.586 -2.211 4.824 0.0 0.0 -0.1
H 1.860 -0.553 4.265 0.0 -0.2 0.0
H 2.332 -1.918 3.231 -0.1 0.0 0.3
C 0.549 -3.646 1.798 0.4 0.2 -0.4
H 0.385 -4.451 2.521 0.0 0.1 0.0
H 1.621 -3.460 1.716 0.0 -0.2 0.0
H 0.186 -3.966 0.822 0.0 -0.2 0.0
C -2.506 -3.099 1.335 -0.1 0.5 -0.5
H -2.690 -3.968 1.979 0.1 0.1 0.0
H -2.059 -3.445 0.402 -0.1 -0.2 0.0
H -3.464 -2.634 1.096 0.0 -0.1 0.1
C -1.008 1.212 0.362 -2.1 0.3 0.4
C -2.245 0.573 0.211 1.8 0.7 0.8
C -2.764 -0.099 -0.996 -0.6 -0.8 -0.7
C -1.772 -0.995 -1.802 -0.9 0.1 0.0
C -0.473 -1.382 -1.172 1.5 0.1 -0.8
C 0.772 -0.645 -0.999 -0.6 -1.1 -0.5
C 1.065 0.799 -1.030 0.3 1.1 -0.1
C -0.144 1.700 -0.749 1.0 -0.2 -0.1
H -3.230 0.633 -1.679 0.0 -0.1 0.2
H -1.590 -0.549 -2.793 0.0 -0.3 0.2
H -3.586 -0.765 -0.666 0.3 0.5 -0.3
H -0.759 1.834 -1.662 -0.1 0.1 0.2
H -0.854 1.745 1.304 0.1 -0.3 -0.1
H -2.940 0.680 1.040 0.2 -0.2 0.0
H 0.268 2.674 -0.460 -0.4 -0.1 -0.3
H 1.821 1.016 -0.257 -0.3 -0.2 -0.3
H 1.657 -1.291 -1.122 -0.4 0.3 0.7
H 1.533 1.078 -1.988 0.0 0.0 0.4
H -2.301 -1.939 -2.008 0.1 0.4 -0.1
H -0.240 -2.437 -1.376 -0.1 0.3 0.2
P -0.981 1.340 -3.703 0.9 1.1 -4.0
C -0.977 3.125 -4.167 -0.4 0.3 1.1
C -2.065 0.622 -5.014 -0.8 -0.3 0.8
P 1.232 -0.881 -3.661 1.1 -0.5 -2.2
C 0.676 0.791 -4.269 0.1 0.2 0.7
C 0.558 -1.923 -5.037 -0.2 0.1 0.1
C 2.936 -0.725 -4.374 0.0 0.1 0.1
H -0.098 3.628 -3.743 -0.2 -0.2 0.0
H -1.879 3.599 -3.758 0.2 0.0 -0.2
H -0.979 3.256 -5.257 0.0 -0.4 0.2
H -1.881 1.123 -5.974 0.2 0.0 0.4
H -3.112 0.792 -4.727 0.2 -0.1 -0.2
H -1.901 -0.457 -5.126 0.0 0.3 0.1
H 2.880 -0.381 -5.415 0.1 -0.1 0.2
H 3.443 -1.697 -4.351 -0.1 0.3 0.1
H 3.518 -0.001 -3.792 0.0 -0.2 -0.1
H 1.416 1.543 -3.941 -0.3 -0.3 -0.1
H 0.680 0.788 -5.374 -0.3 0.1 0.3
H 1.156 -2.842 -5.103 -0.2 0.2 0.1
H 0.634 -1.393 -5.994 0.0 -0.2 0.1
H -0.485 -2.187 -4.838 0.1 -0.1 -0.2
F 3.981 0.591 3.344 -0.4 0.5 -0.9
C 3.518 1.380 2.333 0.7 0.4 0.1
F 4.444 2.359 2.109 -0.8 -1.2 0.1
F 3.475 0.599 1.226 0.0 0.2 0.3
C 2.062 1.968 2.660 2.4 1.4 0.4
O 1.105 1.125 2.431 -1.4 -0.9 -0.3
C 2.237 2.439 4.196 0.2 0.4 0.7
F 1.273 3.323 4.555 0.6 -0.6 -0.3
F 2.120 1.372 5.039 0.0 0.7 -0.5
F 3.448 3.011 4.458 -1.4 -0.6 -0.3
C 1.941 3.335 1.827 0.4 0.6 0.5
F 2.722 4.343 2.298 -1.0 -1.0 -0.6
F 2.294 3.130 0.521 -0.3 0.1 0.6
F 0.657 3.776 1.829 0.7 -0.4 -0.2
```
Forces are in eV/Å.

***

# C27H41N2O31S7

7 unconnected molecules or ions with the total composition C27H41N2O31S7 in a non-equilibrium geometry (ωB97M-V/def2-TZVPD, the Open Molecules 2025 dataset).

Output
- HOMO (eV) = -5.163
- LUMO level (eV) = 1.304
- total charge = -1
- frontier orbital gap (eV) = 6.5

Structure (XYZ):
```
108
Properties=species:S:1:pos:R:3:forces:R:3
N 3.402 1.320 1.514 -0.6 1.2 0.8
C 4.280 1.993 2.530 1.3 0.5 -0.6
C 5.022 0.992 3.557 -0.3 -0.4 0.4
C 4.109 0.620 4.875 -1.0 0.2 -1.6
C 2.829 -0.214 4.252 -2.0 -1.0 -0.6
C 3.034 -1.660 3.578 -4.9 2.5 0.0
C 1.725 -2.350 2.958 0.8 2.3 1.3
C 1.974 -3.803 2.255 -0.6 -4.8 -1.2
O 2.853 -3.877 1.291 -3.0 1.2 3.6
O 1.240 -4.944 2.693 3.0 6.2 -1.5
C 0.279 -1.650 2.985 1.4 1.6 1.6
C -0.987 -2.371 2.306 1.3 0.7 -1.0
C -0.916 -1.983 0.709 0.8 -0.5 0.0
C -1.282 -0.443 0.410 -0.8 0.1 0.8
S -0.778 0.067 -1.337 2.8 -2.4 -2.6
O 0.715 -0.222 -1.546 -4.4 1.1 1.2
O -1.623 -0.621 -2.395 1.6 2.8 3.3
O -0.936 1.768 -1.386 1.4 -5.2 6.3
C 0.096 -0.248 3.678 3.7 -1.9 -0.8
C 1.394 0.429 4.284 -0.5 -1.7 -1.1
C 0.848 1.827 4.847 1.9 0.7 0.2
O 1.453 2.886 5.218 -2.8 -4.7 -1.4
N -0.660 1.723 4.826 -0.5 -0.3 0.0
C -1.181 0.701 3.884 0.3 -2.5 -1.1
O -2.329 0.533 3.358 4.6 1.4 2.8
H 3.793 1.352 0.560 -0.4 0.1 0.9
H 2.502 1.853 1.551 1.1 -1.0 -0.6
H 3.669 2.809 3.078 1.1 -1.4 -0.6
H 5.117 2.542 1.923 -1.3 -0.8 1.4
H 5.237 -0.034 3.047 -0.2 2.0 0.6
H 6.028 1.476 3.865 -1.7 -0.8 -0.3
H 3.686 1.603 5.317 0.7 -1.7 -0.6
H 4.694 0.002 5.655 -1.2 1.2 -1.6
H 4.077 -2.132 3.560 -2.1 0.7 -0.1
H -1.992 -2.016 2.734 1.7 -0.6 -0.4
H -0.819 -3.508 2.358 -0.3 1.7 0.1
H 0.175 -2.225 0.372 -1.9 0.6 0.5
H -1.604 -2.697 0.126 0.9 1.3 0.8
H -2.430 -0.279 0.553 2.1 -0.2 -0.6
H -0.764 0.320 1.114 -0.6 -1.5 -1.2
H -0.748 2.069 -0.444 -0.1 -0.6 -1.2
H -1.020 1.524 5.790 0.2 0.7 -1.2
C 2.912 -3.778 -2.489 0.3 0.2 0.9
C 3.315 -2.335 -2.756 -0.9 0.2 0.2
O 4.386 -2.417 -3.700 0.4 -1.1 -0.6
S 4.149 -3.707 -4.657 -0.4 0.2 0.6
O 3.530 -3.258 -5.873 0.7 -0.6 0.7
O 5.339 -4.509 -4.640 -0.8 0.7 -0.4
O 3.017 -4.440 -3.752 0.6 0.6 -1.0
H 3.605 -4.259 -1.793 -0.1 0.1 0.0
H 1.896 -3.857 -2.100 0.1 -0.1 -0.2
H 3.638 -1.819 -1.851 0.2 -0.1 -0.2
H 2.498 -1.776 -3.221 0.0 0.0 0.2
C -1.905 4.273 -5.955 0.2 0.6 -0.1
C -0.654 4.793 -5.260 0.3 -0.5 -0.4
O -1.021 4.930 -3.887 -0.9 -0.1 0.1
S -2.116 3.786 -3.514 0.3 -0.4 -0.3
O -1.424 2.685 -2.891 -2.6 4.3 -5.2
O -3.256 4.425 -2.921 0.9 -0.5 -0.2
O -2.496 3.354 -5.036 0.3 0.2 0.6
H -2.619 5.080 -6.136 0.2 -0.1 0.0
H -1.676 3.774 -6.897 -0.1 -0.1 0.3
H -0.319 5.748 -5.666 -0.1 0.0 0.3
H 0.162 4.066 -5.320 0.0 0.1 -0.1
C 2.684 -2.973 8.374 -0.7 -0.4 -0.4
C 3.360 -4.326 8.203 0.0 0.6 0.5
O 4.266 -4.152 7.113 0.2 1.2 -0.4
S 4.811 -2.622 7.116 -0.2 -0.6 0.2
O 6.089 -2.600 7.771 -0.9 0.3 -0.7
O 4.593 -2.062 5.813 0.8 -0.8 1.4
O 3.707 -2.005 8.136 0.9 -0.3 -0.3
H 1.897 -2.828 7.628 0.0 0.0 0.0
H 2.264 -2.846 9.373 0.3 0.1 -0.1
H 2.651 -5.119 7.989 0.3 0.6 -0.5
H 3.944 -4.589 9.087 -0.2 0.2 -0.1
C -6.835 3.922 -7.619 -0.7 -0.4 -0.2
C -6.158 2.567 -7.764 0.0 0.0 0.8
O -5.245 2.723 -8.851 0.1 1.1 -0.4
S -4.700 4.253 -8.869 -0.2 -0.5 0.2
O -3.428 4.285 -8.205 -1.2 0.3 -1.1
O -4.908 4.793 -10.182 0.4 -0.3 1.0
O -5.810 4.886 -7.867 0.9 -0.4 -0.3
H -7.617 4.055 -8.372 0.0 0.0 0.1
H -7.262 4.066 -6.625 0.3 0.2 -0.1
H -6.869 1.766 -7.970 0.2 0.1 -0.2
H -5.579 2.318 -6.869 -0.1 0.0 0.0
C 2.470 -9.627 9.759 -0.4 -0.4 -0.4
C 3.327 -9.574 8.502 0.4 -0.4 0.4
O 3.178 -8.244 8.008 -0.6 0.6 0.7
S 2.969 -7.233 9.262 0.2 -0.9 0.0
O 4.238 -6.642 9.576 -1.2 -0.6 0.0
O 1.782 -6.464 9.030 0.8 -0.8 0.5
O 2.642 -8.357 10.388 0.5 0.6 -0.5
H 1.411 -9.744 9.511 0.1 0.0 0.0
H 2.775 -10.430 10.433 0.0 0.3 0.1
H 3.012 -10.301 7.752 -0.1 0.3 -0.1
H 4.384 -9.730 8.737 -0.1 -0.1 0.0
C -6.526 7.925 -9.418 0.3 -0.7 0.0
C -7.112 7.584 -10.780 0.6 0.4 -0.3
O -8.526 7.582 -10.586 -0.3 0.3 0.9
S -8.905 8.679 -9.447 0.1 0.1 -0.1
O -9.311 9.888 -10.105 0.1 -1.0 0.8
O -9.700 8.034 -8.443 0.4 0.6 -0.9
O -7.407 8.901 -8.859 -0.8 0.1 -0.6
H -6.524 7.052 -8.759 0.1 0.1 -0.1
H -5.514 8.325 -9.493 -0.2 0.1 0.1
H -6.772 6.614 -11.148 -0.3 0.0 0.1
H -6.873 8.356 -11.517 0.1 -0.1 0.1
```
Forces are in eV/Å.

***

Energy values, unit Ha, following the record order: -2837.2841, -2813.6467, -6282.2358.